1.
The following is a quantum chemistry calculation of the molecule CH7N5 in a non-equilibrium geometry, from OMol25.

```
13
Properties=species:S:1:pos:R:3
C 0.65 -0.95 -0.48
N -0.01 -0.18 -1.42
N -1.54 0.27 2.15
N 0.85 0.77 -2.02
N -0.54 -0.50 1.70
N 0.21 0.02 0.84
H -0.24 0.71 0.07
H -2.01 -0.10 2.96
H -1.43 1.28 2.08
H 0.37 1.15 -2.83
H 1.75 0.38 -2.30
H 0.20 -1.91 -0.29
H 1.74 -0.95 -0.47
```

E_HOMO (alpha / beta): -6.6 / -6.9 eV
LUMO level (alpha / beta): 0.49 / 0.75 eV
Orbital gap (alpha / beta): 7.1 / 7.7 eV
Net charge: 0
Relative energy (zero: lowest compared OMol25 entry of this formula, charge and spin): 83.52 kcal per mole
Multiplicity: 1


2.
The following is a quantum chemistry calculation of a structure of composition CH7N5O in a non-equilibrium geometry, from OMol25.

```
14
Properties=species:S:1:pos:R:3
C -0.19 -0.09 0.08
H -2.69 0.43 0.93
H -2.58 1.02 -0.50
H -1.55 -1.47 -0.76
H 0.69 -1.20 1.52
H 2.72 -1.52 -0.95
H 2.23 0.40 -0.11
H 1.22 2.49 0.17
N -2.69 0.09 -0.08
N -1.47 -0.66 -0.07
N 0.71 -1.30 -0.08
N 2.22 -0.77 0.04
N 0.03 1.13 -0.10
O 1.35 1.45 -0.08
```

E_HOMO: -8.6 eV
LUMO level: -0.07 eV
Orbital gap: 8.5 eV
Net charge: 0
Relative energy (zero: lowest compared OMol25 entry of this formula, charge and spin): 182.48 kcal per mole
Multiplicity: 1


3.
The following is a quantum chemistry calculation of a cluster of 3 separate species, CH7NO3P in total in a non-equilibrium geometry, from OMol25.

```
13
Properties=species:S:1:pos:R:3
C 1.93 -1.02 0.02
N 2.27 0.22 -0.17
O -0.60 0.10 -1.11
O -2.79 1.04 0.81
O -0.38 -0.71 1.12
P -1.41 -0.71 0.06
H 1.88 -1.82 -0.70
H 1.91 -1.47 0.99
H -3.48 1.31 0.12
H 2.13 0.50 -1.19
H 2.36 0.94 0.56
H -0.92 -0.06 -2.02
H -2.92 1.67 1.52
```

E_HOMO: -13.8 eV
LUMO level: -4.72 eV
Orbital gap: 9.1 eV
Net charge: +1
Relative energy (zero: lowest compared OMol25 entry of this formula, charge and spin): 53.23 kcal per mole
Multiplicity: 1


4.
The following is a quantum chemistry calculation of a cluster of 2 separate species, CH7NOS in total in a non-equilibrium geometry, from OMol25.

```
11
Properties=species:S:1:pos:R:3
S 0.84 -0.26 -4.30
H -0.18 0.57 -4.11
H 0.11 -1.32 -4.69
N 0.79 -0.34 1.49
C -0.25 0.65 1.44
O -1.17 0.57 2.53
H 0.72 -1.03 2.21
H 0.96 -0.74 0.58
H -0.87 0.57 0.54
H 0.14 1.67 1.44
H -1.08 -0.34 2.87
```

E_HOMO: -9.2 eV
LUMO level: 0.71 eV
Orbital gap: 9.9 eV
Net charge: 0
Relative energy (zero: lowest compared OMol25 entry of this formula, charge and spin): 10.17 kcal per mole
SMILES: NCO.S
Multiplicity: 1


5.
The following is a quantum chemistry calculation of a cluster of 2 separate species, CH7NS in total in a non-equilibrium geometry, from OMol25.

```
10
Properties=species:S:1:pos:R:3
S -1.10 2.38 1.74
H -0.63 1.11 1.97
C 0.79 -1.11 -1.29
N -0.24 -0.73 -0.31
H 0.38 -1.09 -2.30
H 1.57 -0.36 -1.19
H 1.08 -2.14 -1.10
H -0.43 2.92 2.81
H -1.12 -1.21 -0.29
H -0.30 0.24 -0.04
```

E_HOMO (alpha / beta): -13.5 / -13.5 eV
LUMO level (alpha / beta): -3.89 / -9.11 eV
Orbital gap (alpha / beta): 9.6 / 4.4 eV
Net charge: +1
Expectation value of S²: 0.75
Relative energy (zero: lowest compared OMol25 entry of this formula, charge and spin): 23.95 kcal per mole
Multiplicity: 2


6.
The following is a quantum chemistry calculation of a cluster of 2 separate species, CH7NS2 in total in a non-equilibrium geometry, from OMol25.

```
11
Properties=species:S:1:pos:R:3
S 2.11 -0.31 -0.09
S 0.92 1.26 -0.76
H 2.56 -0.58 -1.20
H -0.15 0.53 -1.28
C -3.27 -0.78 1.42
N -2.33 -0.81 0.29
H -4.24 -1.56 1.46
H -3.59 0.29 1.50
H -2.84 -1.06 2.44
H -1.56 -1.46 0.53
H -2.82 -0.97 -0.55
```

E_HOMO: -9.2 eV
LUMO level: 0.42 eV
Orbital gap: 9.6 eV
Net charge: 0
Relative energy (zero: lowest compared OMol25 entry of this formula, charge and spin): 30.26 kcal per mole
SMILES: CN.SS
Multiplicity: 1


7.
The following is a quantum chemistry calculation of a structure of composition CH7O2 in a non-equilibrium geometry, from OMol25.

```
10
Properties=species:S:1:pos:R:3
O 1.34 1.05 0.19
H 2.17 1.00 -0.37
H 1.46 1.80 0.74
H 0.19 0.78 0.20
C -0.73 -1.38 -0.07
O -0.81 0.10 -0.15
H -1.43 -1.60 0.71
H 0.34 -1.67 0.30
H -0.96 -1.75 -1.09
H -1.65 0.50 -0.38
```

E_HOMO (alpha / beta): -24.7 / -24.6 eV
LUMO level (alpha / beta): -9.60 / -17.73 eV
Orbital gap (alpha / beta): 15.1 / 6.9 eV
Net charge: +2
Expectation value of S²: 0.75
Relative energy (zero: lowest compared OMol25 entry of this formula, charge and spin): 11.68 kcal per mole
Multiplicity: 2


8.
The following is a quantum chemistry calculation of a cluster of 3 separate species, CH7O2S in total in a non-equilibrium geometry, from OMol25.

```
11
Properties=species:S:1:pos:R:3
C -1.03 1.14 -0.91
S 0.39 0.25 -1.72
H -0.70 2.06 -0.44
H -1.77 1.33 -1.68
H -1.49 0.40 -0.24
H -0.12 -1.09 1.18
H -0.70 -2.25 0.43
O -0.56 -1.94 1.35
H 2.25 -0.71 0.66
H 1.71 0.66 0.30
O 2.03 0.14 1.06
```

E_HOMO: -2.8 eV
LUMO level: 4.19 eV
Orbital gap: 7.0 eV
Net charge: -1
Relative energy (zero: lowest compared OMol25 entry of this formula, charge and spin): 6.38 kcal per mole
Multiplicity: 1


9.
The following is a quantum chemistry calculation of a cluster of 3 separate species, CH7O3 in total in a non-equilibrium geometry, from OMol25.

```
11
Properties=species:S:1:pos:R:3
C 0.75 -1.32 0.35
O 0.21 -0.20 -0.19
H 0.63 -1.48 1.46
H 1.86 -1.32 0.25
H 0.44 -2.32 -0.02
H -1.32 -0.28 -0.64
H -2.22 -0.03 -1.84
O -2.23 -0.48 -1.00
H 0.59 2.43 0.76
H 1.09 1.09 0.34
O 1.36 1.87 0.91
```

E_HOMO: -3.5 eV
LUMO level: 4.55 eV
Orbital gap: 8.1 eV
Net charge: -1
Relative energy (zero: lowest compared OMol25 entry of this formula, charge and spin): 4.82 kcal per mole
Multiplicity: 1


10.
The following is a quantum chemistry calculation of a structure of composition CH7O3 in a non-equilibrium geometry, from OMol25.

```
11
Properties=species:S:1:pos:R:3
C 1.02 0.44 1.33
O -0.12 -0.21 0.82
H 1.41 0.01 2.26
H 1.67 0.49 0.43
H 0.86 1.51 1.61
H 0.29 -1.15 -0.85
H -1.03 -1.82 -0.76
O -0.23 -1.85 -1.29
H -0.51 2.22 -0.28
H -0.49 0.57 -0.07
O -0.72 1.45 -0.85
```

E_HOMO: -3.9 eV
LUMO level: 4.52 eV
Orbital gap: 8.4 eV
Net charge: -1
Relative energy (zero: lowest compared OMol25 entry of this formula, charge and spin): 15.98 kcal per mole
Multiplicity: 1